113
Properties=species:S:1:pos:R:3:lowdin_charge:R:1 method="wB97M-V/def2-TZVPD" e_homo_ha=-0.16875 relative_energy_kcal_mol=0.0 orbital_gap_ev=4.62 total_charge=-1
C 0.64 0.35 1.73 -0.1265
C -0.40 1.15 0.87 -0.2436
C -1.81 0.52 1.17 -0.4761
O -2.83 1.10 0.42 -0.4566
In -4.56 1.14 1.67 0.3198
H 0.61 -0.68 1.34 0.0568
H 1.64 0.79 1.72 0.0402
H 0.20 0.31 2.74 0.0680
H -0.39 2.22 1.16 0.0961
H -0.17 1.12 -0.21 0.0933
H -1.95 0.66 2.27 0.0482
H -1.69 -0.58 1.01 0.1030
H -4.20 0.08 3.10 -0.1207
H -5.86 0.33 0.75 -0.1310
H -4.94 2.80 2.20 -0.1556
C 1.64 -5.37 -1.87 -0.0665
C 1.85 -5.74 -0.55 -0.0683
C 2.48 -4.87 0.33 -0.0173
C 2.89 -3.62 -0.14 -0.1451
C 2.70 -3.25 -1.46 -0.0022
C 2.06 -4.12 -2.33 -0.0671
N 3.54 -2.69 0.78 -0.3559
O 3.72 -3.06 1.93 0.0724
O 3.86 -1.61 0.36 0.0652
H 1.14 -6.05 -2.55 0.1059
H 1.52 -6.71 -0.20 0.1108
H 2.64 -5.16 1.35 0.1146
H 3.02 -2.28 -1.82 0.1171
H 1.90 -3.84 -3.36 0.1058
C 7.60 -5.60 4.03 -0.0673
C 7.06 -6.81 4.47 -0.0583
C 6.09 -7.45 3.72 -0.0013
C 5.66 -6.87 2.53 -0.1456
C 6.18 -5.66 2.09 -0.0002
C 7.16 -5.03 2.85 -0.0517
N 4.65 -7.55 1.73 -0.3453
O 4.19 -8.59 2.15 0.0803
O 4.32 -7.03 0.68 0.0641
H 8.36 -5.11 4.62 0.0796
H 7.41 -7.25 5.40 0.1075
H 5.67 -8.38 4.07 0.1175
H 5.85 -5.21 1.16 0.1159
H 7.57 -4.09 2.51 0.1106
C 4.15 2.70 0.47 -0.0624
C 4.06 3.25 1.74 -0.0599
C 4.11 4.63 1.90 -0.0008
C 4.24 5.44 0.78 -0.1516
C 4.34 4.90 -0.49 -0.0059
C 4.29 3.52 -0.65 -0.0637
N 4.27 6.89 0.95 -0.3630
O 4.20 7.34 2.07 0.0745
O 4.35 7.57 -0.05 0.0714
H 4.11 1.62 0.34 0.1037
H 3.95 2.61 2.60 0.1101
H 4.04 5.06 2.89 0.1180
H 4.44 5.53 -1.36 0.1162
H 4.36 3.08 -1.63 0.1067
C 13.98 -7.67 2.63 -0.0716
C 13.59 -8.56 3.62 -0.0661
C 12.59 -8.21 4.51 -0.0006
C 11.99 -6.96 4.40 -0.1437
C 12.38 -6.06 3.42 0.0018
C 13.38 -6.42 2.53 -0.0644
N 10.92 -6.59 5.32 -0.3435
O 10.61 -7.39 6.18 0.0857
O 10.40 -5.51 5.18 0.0583
H 14.76 -7.96 1.93 0.1068
H 14.06 -9.54 3.69 0.1076
H 12.28 -8.90 5.28 0.1193
H 11.92 -5.09 3.33 0.1206
H 13.70 -5.73 1.76 0.1085
C -7.77 -1.92 -4.34 -0.0865
C -7.33 -0.81 -3.62 -0.0606
C -7.53 -0.76 -2.24 0.0141
C -8.16 -1.82 -1.61 -0.1416
C -8.60 -2.92 -2.32 -0.0127
C -8.40 -2.97 -3.69 -0.0845
N -8.35 -1.76 -0.16 -0.3568
O -7.96 -0.77 0.40 0.0397
O -8.87 -2.72 0.39 0.0542
H -7.60 -1.96 -5.41 0.0995
H -6.84 0.01 -4.12 0.1080
H -7.19 0.11 -1.69 0.1148
H -9.10 -3.75 -1.82 0.1130
H -8.74 -3.83 -4.26 0.0990
C -4.85 7.23 -0.04 -0.0728
C -4.10 6.08 -0.27 -0.0556
C -4.55 5.14 -1.18 0.0156
C -5.75 5.36 -1.85 -0.1370
C -6.51 6.50 -1.62 -0.0072
C -6.05 7.44 -0.70 -0.0676
N -6.22 4.38 -2.83 -0.3541
O -5.56 3.39 -3.01 0.0913
O -7.26 4.63 -3.43 0.0501
H -4.49 7.97 0.67 0.1032
H -3.17 5.93 0.25 0.1121
H -3.96 4.25 -1.36 0.1276
H -7.44 6.67 -2.13 0.0829
H -6.63 8.33 -0.51 0.1041
C -10.32 8.44 -6.55 -0.0762
C -9.76 7.33 -5.94 -0.0592
C -9.70 7.25 -4.55 0.0103
C -10.22 8.29 -3.80 -0.1423
C -10.78 9.41 -4.40 -0.0064
C -10.83 9.48 -5.78 -0.0736
N -10.18 8.20 -2.34 -0.3509
O -9.66 7.22 -1.86 0.0781
O -10.66 9.11 -1.70 0.0799
H -10.37 8.49 -7.63 0.1042
H -9.36 6.52 -6.54 0.1107
H -9.26 6.38 -4.08 0.1100
H -11.18 10.22 -3.80 0.1169
H -11.27 10.35 -6.26 0.1043